[1]
Formula: C12H24NO4P2Pd
Source: the Open Molecules 2025 dataset
Level of theory: ωB97M-V/def2-TZVPD

CARTESIAN COORDINATES (ANGSTROEM)
Pd 0.0000 0.0000 0.0000
P 1.8183 -0.2268 -1.4375
C 1.0678 0.5440 -2.8909
C -0.3945 0.4957 -3.0172
N -1.0877 0.3201 -1.8671
C -2.4437 0.3385 -1.8963
C -3.1545 0.4945 -3.0886
C -2.4358 0.6528 -4.2782
C -1.0368 0.6585 -4.2461
C -3.1451 0.1523 -0.5537
P -2.0293 0.6604 0.8947
H -0.4687 0.7946 -5.1540
H -4.2348 0.4944 -3.0933
H -2.9582 0.7783 -5.2155
H -4.0764 0.7176 -0.5178
H -3.3944 -0.9033 -0.4433
H 1.2470 3.2794 -3.2323
H 1.6672 0.5996 -3.7876
H 0.9462 4.4350 -0.2324
O 1.2272 4.2338 -2.8655
H 1.7149 4.8317 -3.5053
H 0.7986 0.8214 0.9942
O 0.8266 4.3435 0.7932
H 0.0349 3.7499 0.9431
C -2.4478 2.4923 1.0313
H -3.5224 2.6310 1.1495
H -1.9455 2.9317 1.8938
H -2.1287 3.0211 0.1325
C -2.9236 -0.0987 2.3653
H -2.4704 0.2428 3.2960
H -3.9757 0.1863 2.3634
H -2.8540 -1.1861 2.3226
C 2.3257 -1.9030 -1.9678
H 3.0180 -1.8531 -2.8073
H 2.8153 -2.4277 -1.1479
H 1.4570 -2.4868 -2.2707
C 3.3285 0.7261 -1.0368
H 3.8836 0.2329 -0.2393
H 3.9807 0.8073 -1.9055
H 3.0789 1.7301 -0.6947
O 0.0172 -4.0192 0.7163
C 0.0500 -2.7150 0.8507
O -0.0537 -1.9442 -0.2051
H 0.1661 -2.2741 1.8314

Results
HOMO-LUMO gap (alpha / beta) ... 7.3 / 3.2 eV
Electronic energy ... -1636.6069 a.u.
Charge ... +3
Multiplicity ... 5

[2]
Formula: C9H13N2O
Source: the Open Molecules 2025 dataset
Level of theory: ωB97M-V/def2-TZVPD

CARTESIAN COORDINATES (ANGSTROEM)
C -4.2553 -0.0816 -0.8963
C -4.6210 0.2966 0.3337
O -3.5128 0.4194 1.1566
C -2.4076 0.1650 0.4018
C -1.1508 0.0148 0.8198
C 0.0463 -0.2406 -0.0779
C 0.9315 -1.3099 0.6369
C 2.3429 -0.9673 0.9298
N 3.0132 -0.0478 0.3692
C 2.2267 0.9084 -0.6014
C 0.7907 1.1238 -0.1338
N -2.8305 -0.1348 -0.8961
H -4.7968 -0.4520 -1.7051
H -5.5754 0.2038 0.7161
H -0.8400 0.3515 1.8815
H -0.3418 -0.4856 -1.0691
H 1.1120 -2.2296 -0.0110
H 0.5681 -1.7529 1.5729
H 2.8530 -1.6175 1.6153
H 3.9598 0.1452 0.5572
H 2.1945 0.1785 -1.3575
H 2.9954 1.7410 -0.6488
H 0.3114 1.7155 -0.8784
H 0.7566 1.4641 0.8374
H -2.1935 -0.3841 -1.6285

Results
HOMO-LUMO gap ... 6.3 eV
Electronic energy ... -535.1605 a.u.
Energy above the lowest of the compared OMol25 structures with the same formula, charge and spin ... 332.05 kJ/mol
Charge ... +1
Multiplicity ... 1
SMILES ... C1=CO/C(=C/[C@@H]2CC=[NH+]CC2)N1

[3]
Formula: C2H5FS
Source: the Open Molecules 2025 dataset
Level of theory: ωB97M-V/def2-TZVPD

CARTESIAN COORDINATES (ANGSTROEM)
C -0.4079 -0.8028 -0.2211
C -0.1993 0.6334 0.2571
F -1.1551 -1.7060 0.4256
S 1.4017 0.6982 1.2505
H -1.2724 -0.5982 -1.6593
H 0.6143 -1.2575 -0.3210
H -0.0865 1.2447 -0.6363
H -1.0397 0.9626 0.8182
H 2.1450 0.8256 0.0863

Results
HOMO-LUMO gap ... 10.1 eV
Electronic energy ... -577.1450 a.u.
Energy above the lowest of the compared OMol25 structures with the same formula, charge and spin ... 235.58 kJ/mol
Multiplicity ... 1

[4]
Formula: C29H29GaN2O3S2
Source: the Open Molecules 2025 dataset
Level of theory: ωB97M-V/def2-TZVPD

CARTESIAN COORDINATES (ANGSTROEM)
C 2.3950 -0.0205 1.3046
C 2.5105 -0.7157 0.0813
C 1.9652 0.0731 -0.9438
H 2.9524 -1.6981 -0.0445
C 1.4430 1.2859 -0.3697
C 1.7330 1.2139 1.0598
H 1.2555 2.2097 -0.9124
C -0.6534 -1.8913 1.9059
C 0.1247 -2.8803 1.3212
C -0.0848 -2.8593 -0.1046
H 0.8116 -3.5656 1.8367
C -1.0384 -1.8882 -0.4087
C -1.4091 -1.2042 0.8608
H 2.0292 -0.1404 -2.0008
H 1.5952 2.0346 1.7722
H 2.7375 -0.3741 2.2713
H -2.4079 -0.8017 1.0610
H 0.3864 -3.5371 -0.8224
H -0.7412 -1.6702 2.9751
Ga -0.5721 0.9174 0.6740
C -1.5584 -1.4435 -1.7676
C -3.0805 -1.5502 -1.7400
C -0.9492 -2.2327 -2.9201
H -3.3637 -2.5887 -1.5114
H -3.4837 -1.2651 -2.7145
H -3.5159 -0.8896 -0.9801
H -1.1829 -3.3017 -2.8519
H 0.1410 -2.1164 -2.9758
H -1.3714 -1.8380 -3.8497
C -1.1054 0.0374 -1.9266
C -1.9614 1.1119 -2.5643
H -0.0577 0.0762 -2.2563
H -1.2106 0.4242 -0.8384
O -2.8028 1.6947 -1.8421
N -1.5056 1.5297 -3.8338
C -0.3606 2.4768 -3.6980
H -2.2861 1.9945 -4.2973
C 0.9854 1.8321 -3.9739
C 2.1745 2.4915 -3.6038
H 2.1000 3.4575 -3.0907
C 3.4244 1.9277 -3.8870
H 4.3332 2.4506 -3.5704
C 3.5019 0.7130 -4.5819
H 4.4802 0.2946 -4.8257
C 2.3280 0.0618 -4.9808
H 2.3773 -0.8753 -5.5439
C 1.0730 0.6174 -4.6688
H 0.1479 0.1290 -4.9953
H -0.3221 2.8865 -2.6678
H -0.5135 3.3230 -4.3928
O 2.1516 1.8976 5.4726
S 1.4333 0.8800 4.7387
O 2.1368 -0.3247 4.3670
N 0.5651 1.5122 3.4694
C -0.7407 1.3427 3.5437
S -1.7816 1.8860 2.2658
C -1.1741 0.6832 4.7667
C -2.4343 0.2219 5.1644
C -2.5298 -0.5700 6.3118
C -1.3956 -0.8770 7.0812
C -0.1382 -0.3918 6.6955
C -0.0561 0.3862 5.5538
H -3.2956 0.4890 4.5549
H -3.4962 -0.9648 6.6126
H -1.4818 -1.4870 7.9788
H 0.7697 -0.6001 7.2566

Results
HOMO-LUMO gap ... 6.2 eV
Electronic energy ... -4178.7278 a.u.
Energy above the lowest of the compared OMol25 structures with the same formula, charge and spin ... 21.64 kJ/mol
Multiplicity ... 1

[5]
Formula: C22H28N2O6S
Source: the Open Molecules 2025 dataset
Level of theory: ωB97M-V/def2-TZVPD

CARTESIAN COORDINATES (ANGSTROEM)
C -2.9769 3.8141 1.1405
O -4.2675 3.3854 0.7738
C -4.4176 2.1108 0.3202
C -5.7115 1.7238 -0.0279
C -5.9750 0.4569 -0.5083
C -4.9410 -0.4702 -0.6480
O -5.0638 -1.7284 -1.1219
C -6.3420 -2.1912 -1.4941
C -3.6564 -0.0808 -0.2808
S -2.3514 -1.2988 -0.4838
O -2.6816 -2.4718 0.2758
O -2.0828 -1.4501 -1.8848
N -1.0507 -0.4796 0.2029
C 0.2052 -0.6000 -0.5036
C 0.8743 -1.9456 -0.2300
C 1.1152 -2.1042 1.2782
C 2.1455 -1.0786 1.7584
O 1.8962 -0.1488 2.4965
N 3.3905 -1.3264 1.2957
C 4.4957 -0.4053 1.4716
C 5.0747 -0.0110 0.1405
C 6.2772 -0.5361 -0.2992
C 6.7995 -0.1951 -1.5362
C 6.1033 0.6798 -2.3474
C 4.8958 1.2156 -1.9310
C 4.3700 0.8757 -0.6901
O 3.1928 1.3487 -0.1974
C 2.5211 2.3614 -0.9058
C -0.2180 -1.9574 2.0172
C -0.9236 -0.6549 1.6364
C -3.3840 1.1886 0.1846
H -2.2879 3.7835 0.2907
H -3.0950 4.8443 1.4730
H -2.5707 3.2123 1.9593
H -6.5077 2.4429 0.0816
H -6.9873 0.1992 -0.7748
H -6.7585 -1.5998 -2.3161
H -6.1923 -3.2166 -1.8261
H -7.0349 -2.1812 -0.6467
H -0.0192 -0.4921 -1.5651
H 0.8561 0.2149 -0.1746
H 1.8085 -2.0109 -0.7920
H 0.2047 -2.7375 -0.5733
H 1.5247 -3.1022 1.4768
H 3.5447 -2.1024 0.6716
H 5.2687 -0.8690 2.0943
H 4.0827 0.4641 1.9899
H 6.8173 -1.2167 0.3433
H 7.7411 -0.6099 -1.8610
H 6.4967 0.9541 -3.3148
H 4.3704 1.8949 -2.5833
H 2.1403 1.9987 -1.8664
H 1.6831 2.6540 -0.2746
H 3.1671 3.2292 -1.0722
H -0.0464 -1.9621 3.0945
H -0.8676 -2.7929 1.7533
H -1.9327 -0.6456 2.0521
H -0.3567 0.1934 2.0302
H -2.3632 1.4265 0.4284

Results
HOMO-LUMO gap ... 8.7 eV
Electronic energy ... -1814.2424 a.u.
Energy above the lowest of the compared OMol25 structures with the same formula, charge and spin ... 158.86 kJ/mol
Multiplicity ... 1
SMILES ... COc1ccc(OC)c(S(=O)(=O)N2CCC(C(=O)NCc3ccccc3OC)CC2)c1

[6]
Formula: C14H21N2O2PPtS2
Source: the Open Molecules 2025 dataset
Level of theory: ωB97M-V/def2-TZVPD

CARTESIAN COORDINATES (ANGSTROEM)
Pt -0.0924 -0.1899 0.1799
C -2.1769 3.4592 5.1949
C -1.4818 3.4937 3.8575
O -0.9622 2.1651 3.5350
P -1.6407 1.2338 2.4776
S -0.7380 -0.5396 2.4983
S -1.4770 1.8571 0.5714
O -3.1474 1.2388 2.9491
C -4.1851 0.5119 2.2461
C -5.4793 0.7109 2.9949
H -2.5880 4.4454 5.4135
H -1.4794 3.1928 5.9876
H -2.9932 2.7388 5.1851
H -0.6055 4.1377 3.8655
H -2.1473 3.8219 3.0580
H -3.8982 -0.5401 2.2071
H -4.2430 0.8998 1.2277
H -5.4565 0.2106 3.9618
H -6.3047 0.3011 2.4133
H -5.6668 1.7724 3.1534
C 1.7633 -0.2731 -0.7449
C 2.2296 0.1194 0.5725
C 2.6249 -0.8617 1.5097
C 2.9391 -0.5042 2.7992
C 2.8652 0.8357 3.1813
C 2.5032 1.8193 2.2739
C 2.1971 1.4703 0.9702
H 2.0042 -1.2844 -1.0599
H 1.7992 0.4625 -1.5418
H 2.6536 -1.9003 1.2031
H 3.2303 -1.2567 3.5187
H 3.1052 1.1121 4.1997
H 2.4586 2.8544 2.5824
H 1.9046 2.2251 0.2508
N -1.5852 -2.1603 -3.1890
C -2.6208 -1.2785 -2.9984
C -2.2843 -0.5359 -1.9154
N -1.0528 -0.9591 -1.4558
C -0.6584 -1.9397 -2.2468
H -1.5268 -2.8606 -3.9096
H -3.4897 -1.2629 -3.6306
H -2.8159 0.2651 -1.4338
H 0.2547 -2.5000 -2.1581

Results
HOMO-LUMO gap (alpha / beta) ... 6.9 / 7.1 eV
Electronic energy ... -2062.9775 a.u.
Energy above the lowest of the compared OMol25 structures with the same formula, charge and spin ... 0.00 kJ/mol
Charge ... +1
Multiplicity ... 2

[7]
Formula: C9H9NO3
Source: the Open Molecules 2025 dataset
Level of theory: ωB97M-V/def2-TZVPD

CARTESIAN COORDINATES (ANGSTROEM)
C 2.9415 -0.5692 -1.9818
C 1.8814 0.2288 -1.9160
O 1.6619 1.2404 -2.9424
N 2.7519 1.8513 -3.5953
O 2.3601 2.4021 -4.5911
O 3.8079 1.8249 -3.0534
C 0.7468 0.2917 -0.9449
C 0.2539 -0.9544 -0.3543
C -0.4856 -0.9748 0.7614
C -1.0537 0.1995 1.2144
C -2.1154 0.2039 2.2857
C -0.8164 1.3715 0.5525
C 0.2190 1.4098 -0.4052
H 3.6226 -0.6569 -2.8458
H 3.2949 -1.3471 -1.2548
H 0.7063 -1.8074 -0.9651
H -0.6924 -1.9681 1.3411
H -2.9134 -0.4146 1.9576
H -1.7524 -0.2163 3.1837
H -2.2553 1.2348 2.4978
H -1.2046 2.3637 0.7795
H 0.5022 2.4439 -0.7048

Results
HOMO-LUMO gap ... 9.3 eV
Electronic energy ... -628.6271 a.u.
Energy above the lowest of the compared OMol25 structures with the same formula, charge and spin ... 438.84 kJ/mol
Multiplicity ... 1
SMILES ... C=C(O[N+](=O)[O-])c1ccc(C)cc1

[8]
Formula: C27H37ClN8OPtS5
Source: the Open Molecules 2025 dataset
Level of theory: ωB97M-V/def2-TZVPD

CARTESIAN COORDINATES (ANGSTROEM)
Pt -0.0023 2.4576 -1.2562
N -1.4908 2.2048 1.9512
C -0.1447 2.3379 2.0481
N 0.6623 2.2577 1.0277
C 1.9899 2.3255 1.4231
C 2.1761 2.4658 2.7543
S 0.6569 2.5121 3.5729
C 3.0413 2.2656 0.3989
C 4.3755 2.3904 0.5928
S 5.1946 2.3055 -0.9254
C 3.6578 2.1138 -1.7155
N 2.6470 2.1019 -0.9066
N 3.5378 1.9344 -3.0579
H -1.8606 2.2502 1.0106
H -2.0664 2.6028 2.6728
H 3.1011 2.5574 3.2967
H 4.9193 2.5379 1.5100
H 4.2739 2.2557 -3.6605
H 2.5983 2.0047 -3.4208
S -3.2576 1.6502 -4.3194
C -2.1459 2.0653 -3.2028
S -0.4800 2.4972 -3.5242
S -2.3969 2.1400 -1.4745
C 0.4219 6.6589 -0.9624
C -0.5019 5.4357 -1.0273
C -1.3199 5.3541 0.2651
C -1.4486 5.5783 -2.2262
N 0.3860 4.2957 -1.1058
H -0.1690 7.5744 -0.8808
H 1.0310 6.7163 -1.8648
H 1.0861 6.5872 -0.1000
H -1.9579 6.2341 0.3649
H -0.6603 5.2935 1.1345
H -1.9571 4.4709 0.2408
H -2.0700 6.4708 -2.1248
H -2.0982 4.7095 -2.3063
H -0.8749 5.6544 -3.1510
C 0.3935 -4.5492 3.4803
C 0.9918 -4.3727 2.0800
C 0.5555 -5.5623 1.2113
C 2.5197 -4.4545 2.2145
C 0.5720 -2.9829 1.4687
O 1.4377 -1.9545 1.9869
C -0.8590 -2.5221 1.8276
C -2.0962 -3.2952 1.3480
C -2.4874 -3.0573 -0.0917
C -2.4820 -4.0899 -1.0208
C -2.8561 -3.8723 -2.3391
C -3.2481 -2.6046 -2.7275
Cl -3.7053 -2.3226 -4.3789
C -3.2731 -1.5546 -1.8226
C -2.8914 -1.7913 -0.5125
C 0.8695 -2.9938 -0.0337
N 0.5241 -1.7666 -0.7344
C 0.6220 -0.4917 -0.3641
N 0.1628 0.2768 -1.3344
C -0.1640 -0.5981 -2.3237
N 0.0464 -1.8475 -1.9972
H 0.8018 -5.4530 3.9350
H -0.6920 -4.6492 3.4599
H 0.6442 -3.7173 4.1450
H 0.7568 -6.4881 1.7535
H 1.1162 -5.6101 0.2772
H -0.5051 -5.5501 0.9680
H 2.7860 -5.4406 2.5999
H 2.9158 -3.7060 2.8981
H 3.0265 -4.3292 1.2570
H 1.3146 -1.9041 2.9416
H -0.9505 -1.4921 1.4775
H -0.8920 -2.4600 2.9179
H -2.9287 -2.9738 1.9801
H -1.9892 -4.3645 1.5259
H -2.1840 -5.0872 -0.7152
H -2.8427 -4.6771 -3.0612
H -3.5702 -0.5644 -2.1460
H -2.9106 -0.9640 0.1899
H 0.2892 -3.7592 -0.5403
H 1.9305 -3.1976 -0.1796
H 0.9764 -0.1774 0.5986
H -0.5796 -0.2964 -3.2705

Results
HOMO-LUMO gap (alpha / beta) ... 5.8 / 5.8 eV
Electronic energy ... -4134.7807 a.u.
Energy above the lowest of the compared OMol25 structures with the same formula, charge and spin ... 224.17 kJ/mol
Multiplicity ... 1

[9]
Formula: C23H54N8O31
Source: the Open Molecules 2025 dataset
Level of theory: ωB97M-V/def2-TZVPD

CARTESIAN COORDINATES (ANGSTROEM)
C -7.1741 -1.8523 21.1829
O -8.5303 -1.6405 20.9216
C -9.3100 -2.6402 20.5497
O -8.9843 -3.7918 20.4588
O -10.4396 -2.1187 20.1399
C -11.4795 -2.8611 19.6175
H -6.9084 -2.3615 22.1093
H -6.7582 -0.8453 21.2163
H -6.7543 -2.4022 20.3406
H -11.3483 -2.9641 18.5403
H -12.3943 -2.2717 19.6790
H -11.7727 -3.7780 20.1288
C -5.1657 0.9224 24.8067
O -3.9735 0.1372 24.7683
C -3.6218 -0.4808 23.6546
O -4.1920 -0.6081 22.5814
O -2.4234 -1.0572 23.8713
C -1.9291 -2.1494 23.0159
H -5.1858 1.6122 25.6504
H -6.0391 0.2703 24.7933
H -5.2342 1.5916 23.9490
H -2.2290 -2.1262 21.9682
H -2.3892 -3.0599 23.3998
H -0.8510 -2.3060 22.9798
C -3.4777 3.3022 31.2321
O -3.4016 2.5832 30.0342
C -2.2841 2.1778 29.5051
O -1.1995 2.3130 29.9432
O -2.6756 1.7272 28.3533
C -1.7463 1.0824 27.4713
H -4.4954 3.6400 31.4277
H -3.0042 4.2824 31.2876
H -3.1194 2.7506 32.1013
H -1.8072 -0.0022 27.5610
H -0.7029 1.3928 27.4161
H -2.1225 1.2988 26.4714
C -1.5048 -5.8319 22.3545
O -0.4074 -4.8725 22.2786
C 0.7982 -5.1134 21.8801
O 1.2189 -6.2602 21.5628
O 1.4154 -3.9955 21.6271
C 2.5293 -4.0233 20.7154
H -1.3184 -6.6194 21.6242
H -2.4960 -5.4116 22.1843
H -1.4526 -6.3117 23.3318
H 2.6688 -2.9672 20.4842
H 2.2109 -4.5756 19.8312
H 3.4942 -4.3078 21.1350
C 0.5721 -3.7012 26.1908
O 1.8582 -3.1108 26.2537
C 2.0440 -1.8101 26.3453
O 1.1437 -1.0184 26.4626
O 3.3460 -1.5448 26.3742
C 3.9345 -0.3262 26.4076
H -0.2314 -3.1282 26.6535
H 0.5317 -4.6701 26.6885
H 0.3687 -3.8871 25.1363
H 4.9739 -0.5088 26.6806
H 3.5026 0.3915 27.1050
H 4.0519 0.1042 25.4130
C -5.6460 -1.5064 28.7383
N -6.3276 -0.5432 27.9067
O -7.2799 -1.0050 27.2246
O -5.8991 0.5968 27.9444
H -5.8094 -1.0864 29.7308
H -4.6758 -1.5290 28.2421
H -6.0655 -2.5107 28.6789
C 0.6947 0.8895 23.7551
N 0.5326 1.2366 22.4114
O 0.3384 2.4484 22.1644
O 0.5446 0.3438 21.5569
H 0.8820 -0.1408 24.0576
H -0.1554 1.3723 24.2371
H 1.5708 1.4868 24.0074
C -4.0587 -0.7915 19.4242
N -4.8010 0.4976 19.7483
O -4.2234 1.3047 20.4556
O -5.8655 0.7863 19.2688
H -4.6502 -1.7012 19.5279
H -3.3184 -0.8949 20.2175
H -3.5134 -0.6385 18.4929
C -3.7360 5.0079 22.7983
N -4.9939 4.7599 23.5503
O -5.8764 4.1383 22.9340
O -5.0988 5.2231 24.7124
H -2.9141 4.4678 23.2683
H -3.4678 6.0643 22.8137
H -3.8328 4.5738 21.8031
C -6.8003 4.1642 27.5793
N -6.4749 4.2937 29.0040
O -5.6207 5.1596 29.3361
O -7.1276 3.5783 29.7604
H -7.8878 4.0976 27.5462
H -6.1817 3.4093 27.0939
H -6.4653 5.0762 27.0852
C -3.0279 -4.4194 27.2140
N -2.9307 -4.9640 25.8282
O -1.8658 -5.5614 25.4773
O -3.9564 -4.8356 25.2018
H -3.4417 -3.4114 27.2442
H -2.0175 -4.2971 27.6041
H -3.4486 -5.1196 27.9357
C -8.8858 2.8774 22.9630
N -8.5686 3.1036 24.3542
O -9.3196 3.8169 24.9730
O -7.7468 2.3407 24.8697
H -7.9483 2.6152 22.4726
H -9.3932 3.7022 22.4627
H -9.5460 2.0112 22.9191
C -2.8916 -5.5426 18.6512
N -2.8932 -4.1679 19.2090
O -3.4714 -3.9205 20.2915
O -2.3722 -3.2799 18.5296
H -1.9479 -5.7392 18.1425
H -3.7084 -5.4852 17.9317
H -3.0970 -6.3522 19.3515

Results
HOMO-LUMO gap ... 9.6 eV
Electronic energy ... -3678.3809 a.u.
Energy above the lowest of the compared OMol25 structures with the same formula, charge and spin ... 380.68 kJ/mol
Multiplicity ... 1

[10]
Formula: C6H6O
Source: the Open Molecules 2025 dataset
Level of theory: ωB97M-V/def2-TZVPD

CARTESIAN COORDINATES (ANGSTROEM)
C -2.0144 -0.0619 0.2574
C -0.6501 -0.1881 -0.0696
C -0.1153 1.1480 -0.1680
C 1.2213 1.2178 0.0092
O 2.0643 0.1516 0.3238
C 1.4944 -1.0185 -0.0864
C 0.2170 -1.3193 -0.1127
H -2.5785 0.9361 0.0507
H -2.8006 -1.0993 0.3047
H -0.8527 2.0506 -0.1129
H 1.6939 2.1521 -0.2438
H 2.4069 -1.6782 -0.0204
H -0.0862 -2.2910 -0.1318

Results
HOMO-LUMO gap ... 8.5 eV
Electronic energy ... -307.3299 a.u.
Energy above the lowest of the compared OMol25 structures with the same formula, charge and spin ... 350.58 kJ/mol
Multiplicity ... 1
SMILES ... C=C1C=COC=C1